1.
{"formula": "C28H24Cl2N9O7STl", "method": "ωB97M-V/def2-TZVPD", "species": ["Tl", "Cl", "Cl", "S", "O", "O", "O", "O", "O", "O", "O", "N", "N", "N", "N", "N", "N", "N", "N", "N", "C", "C", "C", "C", "C", "C", "C", "C", "C", "C", "C", "C", "C", "C", "C", "C", "C", "C", "C", "C", "C", "C", "C", "C", "C", "C", "C", "C", "H", "H", "H", "H", "H", "H", "H", "H", "H", "H", "H", "H", "H", "H", "H", "H", "H", "H", "H", "H", "H", "H", "H", "H"], "xyz": [[0.18513, 0.51922, 0.21860], [5.99416, -1.97682, 3.85827], [5.19367, 0.54422, 5.65478], [1.13053, -0.82470, -5.40660], [0.28370, 1.19925, 5.12637], [0.02010, -1.73995, -5.54582], [-2.31575, 1.58275, -1.57360], [-2.03084, -1.03037, 1.19984], [1.75250, -0.41746, -6.64979], [2.02507, -3.62369, 1.59246], [1.44534, 1.35573, -2.48805], [-3.11208, 3.38285, -2.71494], [-3.69565, -0.91236, 2.73459], [-3.74359, 0.44053, 0.85305], [-0.00654, -1.96804, -0.79069], [1.56146, -1.35589, 1.33968], [0.75684, 0.44654, -4.48212], [-0.83806, 2.95429, -2.62866], [-0.89675, 2.99409, 2.31789], [0.90334, 0.92942, 2.90048], [-0.93245, 2.36309, 3.49070], [2.47512, -0.65231, -3.25551], [1.49537, 0.48110, -3.37025], [2.04053, 0.18702, 3.17438], [1.48631, -2.64569, 1.03458], [4.13272, -0.04748, 4.39605], [-2.07600, 2.56776, -2.26380], [2.37950, -1.51133, -4.33003], [3.60949, -1.58328, 2.63924], [3.15044, -2.65074, -4.42544], [-4.43097, 3.22695, -2.14259], [-2.91829, 4.14995, 2.87798], [2.38955, -0.94890, 2.38059], [-1.95837, 2.59418, 4.41160], [-1.12085, -3.51668, -2.21469], [0.32553, -4.29366, -0.47609], [-0.52705, -4.56822, -1.53011], [-3.07586, -0.52312, 1.55823], [-0.82501, -2.22721, -1.80505], [4.47679, -1.13756, 3.62015], [4.14224, -2.04963, -2.29831], [3.36000, -0.90381, -2.22268], [4.03813, -2.91294, -3.38634], [2.92765, 0.59337, 4.17705], [0.55858, -2.96482, -0.12730], [-1.86288, 3.85984, 2.02719], [-2.96196, 3.48939, 4.10091], [0.18999, 1.41338, 3.89701], [-4.52641, 3.68650, -1.15217], [3.40447, -0.24251, -1.36612], [-5.17161, 3.67105, -2.80787], [-1.92551, 2.06250, 5.35211], [-2.85244, 4.31529, -2.98747], [0.82308, -5.06365, 0.09602], [2.64873, 1.43440, 4.79440], [-0.05565, 2.28856, -2.52761], [-3.76693, 3.68493, 4.80089], [-4.63393, 2.16356, -2.04142], [-0.74489, 3.61984, -3.37512], [3.87034, -2.45626, 2.06048], [-1.77962, 4.34899, 1.06096], [-0.73040, -5.59299, -1.82089], [4.65293, -3.80422, -3.42279], [3.05328, -3.32009, -5.27103], [-1.78195, -3.67665, -3.05595], [4.81147, -2.29442, -1.48269], [-4.69460, -0.83010, 2.80072], [-1.23887, -1.36518, -2.32119], [-4.27499, 1.10445, 1.38942], [-3.22564, 0.83367, 0.06968], [-3.67467, 4.87401, 2.60027], [-3.28704, -1.72994, 3.15419]], "lowdin_charge": [0.915, 0.579, 0.580, 0.597, -0.045, -0.346, -0.060, -0.029, -0.352, -0.035, -0.116, -0.013, 0.140, 0.169, 0.034, 0.018, -0.053, 0.185, 0.110, 0.040, -0.190, -0.143, -0.548, -0.223, -0.495, -0.697, -0.613, -0.217, -0.059, -0.051, -0.107, -0.105, -0.217, -0.023, -0.066, -0.012, -0.080, -0.665, -0.129, -0.696, -0.068, 0.002, -0.087, -0.059, -0.195, -0.163, -0.098, -0.517, 0.074, 0.120, 0.069, 0.105, 0.113, 0.104, 0.103, 0.042, 0.091, 0.077, 0.097, 0.096, 0.098, 0.093, 0.094, 0.111, 0.097, 0.103, 0.078, 0.114, 0.087, 0.055, 0.083, 0.097], "relative_energy_kj_mol": 101.4, "e_tot_ev": -97748.9820, "multiplicity": 1, "charge": -2}

2.
{"formula": "C28H24Cl4N4O4SSiV", "method": "ωB97M-V/def2-TZVPD", "species": ["V", "Cl", "Cl", "Cl", "Cl", "S", "Si", "O", "O", "O", "O", "N", "N", "N", "N", "C", "C", "C", "C", "C", "C", "C", "C", "C", "C", "C", "C", "C", "C", "C", "C", "C", "C", "C", "C", "C", "C", "C", "C", "C", "C", "C", "C", "H", "H", "H", "H", "H", "H", "H", "H", "H", "H", "H", "H", "H", "H", "H", "H", "H", "H", "H", "H", "H", "H", "H", "H"], "xyz": [[0.56153, -0.25610, -0.51811], [1.99179, 6.35920, -2.61415], [3.48727, 1.52928, -4.63784], [3.53513, 4.69083, -4.78153], [0.40825, 4.83823, -0.32612], [-1.45147, 0.59385, 1.22446], [-1.53882, 1.80927, 4.39854], [1.98004, 0.50998, -2.28799], [1.78866, -1.20174, -0.33549], [-0.52357, -2.32316, 0.11665], [0.65560, 1.90937, -0.50209], [1.08800, 0.34208, 1.57477], [0.20215, -3.00434, -1.97076], [-0.90608, 0.68597, -2.36433], [0.02457, -1.67474, -2.23418], [1.24235, 1.18355, 4.17126], [-1.36130, 1.93329, -2.35163], [0.00439, 1.20050, 3.54116], [-1.04205, 2.36687, 6.13756], [0.26907, -5.67044, -1.06391], [-2.28324, 3.28913, 3.52648], [0.01180, -4.61051, -0.19835], [2.68422, 2.48220, -3.41662], [-0.15498, -4.86671, 1.15757], [2.68540, 3.88228, -3.49340], [2.38581, 0.73131, 3.51810], [-0.30228, -2.28395, -4.56499], [2.24779, 0.31650, 2.20328], [-1.28698, 2.07120, -4.72477], [1.32701, 3.94499, -1.51063], [-0.04135, 0.74284, 2.20264], [1.32048, 2.55561, -1.40367], [-1.58677, 2.66380, -3.51024], [-2.82033, 0.45544, 4.60627], [0.35483, -6.96727, -0.57821], [-0.25754, -1.31656, -3.42341], [-0.06543, -6.16291, 1.64584], [0.18742, -7.21796, 0.77864], [2.00747, 4.61935, -2.53924], [2.02505, 1.78155, -2.39303], [-0.10534, -3.19378, -0.68781], [-0.65652, 0.09621, -3.53946], [-0.82048, 0.76702, -4.74678], [-3.18843, 0.14586, 3.62804], [0.40117, -5.45235, -2.11513], [3.08185, -0.05229, 1.61513], [-1.94485, 3.68231, -3.44726], [-0.19389, -6.35153, 2.70543], [3.34871, 0.71068, 4.01028], [0.69126, -2.70878, -4.72026], [-1.39994, 2.62355, -5.65029], [-0.61748, 1.54363, 6.71798], [1.32479, 1.52578, 5.19862], [0.25416, -8.23160, 1.15798], [-3.10757, 3.71418, 4.10738], [-1.52920, 4.06466, 3.37349], [-0.35835, -4.02460, 1.80667], [-1.91924, 2.73657, 6.67589], [-0.96149, -3.11471, -4.30578], [-1.50450, 2.35779, -1.36499], [-2.65018, 2.98923, 2.54472], [-0.55668, 0.29636, -5.68334], [-3.66002, 0.80360, 5.21580], [-0.30630, 3.17428, 6.10415], [-0.64646, -1.82707, -5.49087], [0.55319, -7.78693, -1.25968], [-2.38210, -0.42018, 5.09153]], "nbo_charge": [1.483, -0.038, -0.045, -0.037, -0.038, -0.302, 1.661, -0.728, -0.619, -0.687, -0.770, -0.494, -0.484, -0.429, -0.217, -0.138, 0.092, -0.562, -1.115, -0.195, -1.121, -0.010, -0.168, -0.194, -0.110, -0.337, -0.665, 0.092, -0.164, -0.180, 0.132, 0.337, -0.278, -1.119, -0.241, 0.219, -0.234, -0.236, -0.131, 0.284, 0.568, 0.203, -0.257, 0.267, 0.233, 0.209, 0.214, 0.196, 0.199, 0.235, 0.201, 0.223, 0.192, 0.191, 0.210, 0.237, 0.243, 0.220, 0.232, 0.239, 0.268, 0.207, 0.210, 0.226, 0.197, 0.193, 0.227], "relative_energy_kj_mol": 111.3, "e_tot_ev": -138071.5476, "multiplicity": 2, "charge": -2}